# 1
{
  "formula": "C38H34AsFeN4O2S2Si",
  "method": "the ωB97M-V functional and the def2-TZVPD basis",
  "elements": ["Fe", "O", "C", "N", "C", "O", "C", "C", "C", "C", "C", "N", "C", "C", "C", "C", "C", "N", "H", "H", "H", "H", "H", "H", "H", "H", "S", "C", "C", "C", "C", "C", "C", "As", "C", "C", "C", "C", "C", "C", "C", "C", "C", "C", "C", "C", "H", "H", "H", "H", "H", "H", "H", "H", "H", "H", "H", "H", "H", "H", "C", "Si", "C", "C", "C", "C", "C", "C", "N", "C", "S", "H", "H", "H", "H", "H", "H", "H", "H", "H", "H", "H", "H"],
  "xyz": [[-0.15220, 0.21114, -0.10683], [-0.21582, 1.60677, 3.63741], [-0.45008, 1.03877, 2.58645], [0.38624, 0.43115, 1.70776], [1.65123, 0.06407, 2.06954], [2.13841, -0.03990, 3.17756], [2.44144, -0.30699, 0.84427], [3.81049, -0.50843, 0.90831], [4.48327, -0.80283, -0.25476], [3.76176, -0.92043, -1.43688], [2.39624, -0.73028, -1.40525], [1.73372, -0.42086, -0.28088], [-1.86290, 0.95587, 2.06754], [-2.94656, 1.18069, 2.90183], [-4.21655, 1.02631, 2.38308], [-4.35686, 0.65255, 1.05299], [-3.22277, 0.45403, 0.28980], [-1.99029, 0.61167, 0.78466], [4.29734, -0.39530, 1.86629], [5.55891, -0.93126, -0.25218], [4.24411, -1.15670, -2.37599], [1.80734, -0.84310, -2.29846], [-2.75282, 1.46525, 3.92646], [-5.08865, 1.18573, 3.00567], [-5.33043, 0.51018, 0.60407], [-3.29236, 0.15284, -0.74448], [-0.96287, -2.03736, -0.11107], [-0.33317, -2.72612, -1.60199], [0.04174, -4.07512, -1.68038], [0.53519, -4.61638, -2.85596], [0.68010, -3.83262, -3.99680], [0.30907, -2.49626, -3.94636], [-0.20122, -1.95848, -2.77068], [-0.67408, -0.10327, -2.51991], [-2.56446, -0.14092, -2.99570], [-3.19043, 1.06054, -3.31937], [-4.55704, 1.09958, -3.56392], [-5.30696, -0.06699, -3.48495], [-4.68408, -1.26874, -3.17409], [-3.31518, -1.30937, -2.93353], [0.06836, 0.76652, -4.07266], [-0.47415, 0.66504, -5.35013], [0.16053, 1.28205, -6.42012], [1.33258, 2.00103, -6.21713], [1.86848, 2.11347, -4.94201], [1.23472, 1.50099, -3.86769], [-0.04532, -4.68565, -0.78997], [0.82738, -5.66013, -2.87836], [1.08005, -4.25554, -4.90985], [0.42349, -1.87301, -4.82580], [-2.61229, 1.97601, -3.38346], [-5.03315, 2.04077, -3.80932], [-6.37440, -0.03843, -3.66770], [-5.26270, -2.18272, -3.11203], [-2.83785, -2.24469, -2.67105], [-1.38630, 0.10395, -5.51357], [-0.26154, 1.20211, -7.41466], [1.82289, 2.48232, -7.05439], [2.77199, 2.68602, -4.77467], [1.63621, 1.61544, -2.86378], [3.25749, 6.07277, 0.82347], [1.96858, 5.19947, 1.85489], [1.03053, 6.56409, 2.75631], [2.72604, 4.11479, 3.16564], [0.69226, 4.30100, 0.80747], [-0.59240, 4.77168, 0.70624], [-1.54528, 4.10115, -0.07615], [-1.16579, 2.89702, -0.60057], [0.05587, 2.33928, -0.47519], [1.04038, 3.08936, 0.11086], [2.67733, 2.62385, -0.00538], [3.90701, 6.68344, 1.46036], [2.78007, 6.73303, 0.09298], [3.86340, 5.34401, 0.28598], [1.71220, 7.09485, 3.42828], [0.21506, 6.15922, 3.36380], [0.60662, 7.29851, 2.06421], [3.05213, 4.72623, 4.01448], [3.57846, 3.56612, 2.76667], [1.99911, 3.38037, 3.52614], [-0.87977, 5.68196, 1.22300], [-2.55265, 4.47160, -0.20982], [-1.88349, 2.30803, -1.16013]],
  "lowdin_charge": [0.0877, 0.0777, -0.4223, 0.0531, -0.4317, 0.0845, -0.2369, -0.0199, -0.0614, -0.0449, -0.1275, 0.0226, -0.1568, 0.0104, -0.0586, -0.0448, -0.1189, 0.0177, 0.1213, 0.1040, 0.1042, 0.0639, 0.1183, 0.1030, 0.1025, 0.0794, 0.6548, -0.6966, -0.1216, -0.1031, -0.1086, -0.1065, -0.4284, 1.3349, -0.3823, -0.1336, -0.0892, -0.1010, -0.0830, -0.0997, -0.3608, -0.1158, -0.0933, -0.0967, -0.0745, -0.0966, 0.0927, 0.0945, 0.0901, 0.0924, 0.1029, 0.0992, 0.0952, 0.1005, 0.0963, 0.1044, 0.0970, 0.0963, 0.1050, 0.0747, -0.1985, 0.4673, -0.2048, -0.1846, -0.2646, -0.0989, -0.0824, -0.1889, -0.0333, -0.7494, 0.6419, 0.0236, 0.0269, -0.0044, 0.0228, 0.0309, 0.0229, 0.0240, 0.0107, 0.0293, 0.0854, 0.0909, 0.0675],
  "spin_multiplicity": 1,
  "total_charge": -1,
  "e_above_lowest_kcal_mol": 10.7
}

# 2
{
  "formula": "C38H34IrN3O3P2Te",
  "method": "the ωB97M-V functional and the def2-TZVPD basis",
  "elements": ["Ir", "N", "C", "C", "C", "C", "C", "C", "C", "C", "C", "C", "C", "C", "N", "C", "C", "C", "C", "N", "H", "H", "H", "H", "H", "H", "H", "H", "H", "H", "C", "C", "C", "C", "C", "C", "P", "C", "C", "C", "C", "C", "C", "C", "C", "C", "C", "C", "C", "H", "H", "H", "H", "H", "H", "H", "H", "H", "H", "H", "H", "H", "H", "C", "C", "O", "P", "O", "Te", "O", "C", "C", "H", "H", "H", "H", "H", "H", "H", "H", "H", "H"],
  "xyz": [[0.24366, -0.05438, 0.13173], [7.62474, 7.10376, 0.52272], [6.76344, 6.34258, 0.47857], [5.68609, 5.38113, 0.43466], [4.81216, 5.27208, 1.51351], [3.78846, 4.33948, 1.47859], [3.64003, 3.50263, 0.37632], [4.51586, 3.61528, -0.69789], [5.52837, 4.55927, -0.67846], [2.58791, 2.45002, 0.36573], [3.00310, 1.13857, 0.59021], [4.26232, 0.72265, 1.03511], [4.18101, -0.64386, 1.29337], [2.88769, -1.04359, 0.98235], [2.18712, 0.00961, 0.53830], [1.28107, 2.82223, 0.21113], [0.80609, 4.14902, 0.05345], [-0.54652, 4.06476, -0.13079], [-0.87219, 2.69415, -0.09559], [0.20293, 1.94965, 0.13093], [4.94182, 5.91413, 2.37499], [3.10910, 4.24120, 2.31744], [4.39479, 2.96709, -1.55853], [6.20063, 4.66323, -1.51942], [5.11336, 1.37470, 1.17750], [4.95574, -1.28997, 1.67827], [2.44097, -2.02262, 1.06648], [1.42040, 5.03731, 0.07447], [-1.23874, 4.87722, -0.29183], [-1.83922, 2.23033, -0.22634], [-7.67121, 0.02937, 2.19430], [-7.17507, -1.04886, 1.47633], [-5.86625, -1.03545, 1.00792], [-5.04352, 0.05453, 1.27651], [-5.54305, 1.13223, 2.01001], [-6.85209, 1.11710, 2.47003], [-3.35504, 0.20007, 0.62378], [-3.27514, -1.06607, -0.67112], [-3.74357, -0.67893, -1.92838], [-3.77803, -1.59246, -2.96949], [-3.36557, -2.90347, -2.75237], [-2.90382, -3.29288, -1.50419], [-2.83536, -2.37331, -0.46492], [-2.22799, -0.25407, 1.98990], [-2.75064, -0.52822, 3.25870], [-1.92207, -0.68211, 4.35926], [-0.55880, -0.49743, 4.22548], [-0.01863, -0.22208, 2.97851], [-0.84054, -0.12228, 1.85946], [-8.70271, 0.03302, 2.52553], [-7.81045, -1.90301, 1.27629], [-5.48866, -1.87714, 0.43751], [-4.90013, 1.98457, 2.20518], [-7.23442, 1.96204, 3.03098], [-4.09284, 0.33769, -2.07849], [-4.13299, -1.28773, -3.94703], [-3.41483, -3.62515, -3.56048], [-2.59997, -4.31756, -1.33473], [-2.46621, -2.67297, 0.51008], [-3.82164, -0.63955, 3.37148], [-2.34410, -0.93163, 5.32486], [0.09279, -0.56663, 5.08871], [1.04795, -0.04824, 2.89569], [4.03560, -1.01195, -2.51886], [3.20791, -2.25706, -2.73818], [2.37733, -2.56714, -1.57528], [0.82586, -2.29327, -1.53562], [0.34815, -2.18314, -0.09660], [0.22914, -0.22721, -2.62276], [0.15691, -3.56424, -2.15959], [0.77228, -4.49879, -3.08850], [0.10241, -5.84135, -2.92224], [4.75465, -0.91322, -3.33480], [4.57902, -1.07814, -1.57770], [3.40377, -0.12359, -2.49930], [3.84477, -3.12384, -2.88961], [2.57427, -2.13912, -3.62131], [1.83722, -4.57776, -2.87611], [0.64157, -4.12078, -4.10297], [0.20459, -6.18958, -1.89436], [0.57491, -6.56438, -3.58932], [-0.95793, -5.77651, -3.16916]],
  "lowdin_charge": [1.1401, 0.1742, -0.1684, -0.2156, -0.0025, -0.0055, -0.1985, -0.0027, -0.0041, -0.0434, -0.2321, 0.0200, -0.0415, -0.1384, -0.0988, -0.2399, 0.0180, -0.0297, -0.1226, -0.1306, 0.1280, 0.1332, 0.1278, 0.1268, 0.1291, 0.1131, 0.1174, 0.1264, 0.1120, 0.0540, -0.0759, -0.0705, -0.0753, -0.3948, -0.1107, -0.0753, 1.0815, -0.4308, -0.1267, -0.0807, -0.0754, -0.0858, -0.1036, -0.3718, -0.0734, -0.0667, -0.0723, -0.1109, -0.2712, 0.1081, 0.1080, 0.1030, 0.1048, 0.1078, 0.1063, 0.1093, 0.1081, 0.1075, 0.1126, 0.1045, 0.1127, 0.1129, 0.0914, -0.0708, -0.2671, -0.2703, 0.1385, -0.4451, 0.7838, -0.2518, -0.2351, -0.0557, 0.0928, 0.0768, 0.0382, 0.1258, 0.0960, 0.1080, 0.1266, 0.0896, 0.0895, 0.0784],
  "spin_multiplicity": 2,
  "total_charge": 1,
  "e_above_lowest_kcal_mol": 47.2
}

# 3
{
  "formula": "C38H34N3O",
  "method": "the ωB97M-V functional and the def2-TZVPD basis",
  "elements": ["C", "N", "O", "C", "C", "C", "C", "C", "N", "C", "C", "C", "C", "C", "C", "C", "C", "C", "C", "C", "C", "C", "C", "C", "C", "C", "C", "N", "C", "C", "C", "C", "C", "C", "C", "C", "C", "C", "C", "C", "C", "C", "H", "H", "H", "H", "H", "H", "H", "H", "H", "H", "H", "H", "H", "H", "H", "H", "H", "H", "H", "H", "H", "H", "H", "H", "H", "H", "H", "H", "H", "H", "H", "H", "H", "H"],
  "xyz": [[-6.17954, -0.62023, 2.56220], [-4.90733, -1.53141, 2.31665], [-5.50329, -2.85665, 2.00187], [-4.07739, -1.30378, 1.34186], [-2.87075, -2.29226, 1.35372], [-2.66928, -3.27796, 2.33123], [-1.53596, -4.12377, 2.28631], [-0.65366, -4.06184, 1.18363], [0.44266, -4.95930, 1.12536], [0.86464, -5.53013, -0.11653], [0.27931, -6.72156, -0.56060], [0.75020, -7.36116, -1.71164], [1.81164, -6.78900, -2.41869], [2.41429, -5.60509, -1.98508], [1.94522, -4.98373, -0.81737], [1.14988, -5.31115, 2.32282], [2.16338, -4.45426, 2.77562], [2.89091, -4.81589, 3.90312], [2.58465, -5.99581, 4.58690], [1.56376, -6.82053, 4.14469], [0.84422, -6.49339, 2.98931], [-0.88932, -3.14197, 0.17335], [-1.95196, -2.25833, 0.27779], [-3.66048, 0.15144, 1.14095], [-4.41414, 0.84285, 0.21742], [-4.14265, 2.17484, -0.08022], [-3.09233, 2.84196, 0.57517], [-2.78006, 4.18885, 0.26068], [-1.86327, 4.93144, 1.04125], [-0.86037, 5.64913, 0.39953], [0.03097, 6.42439, 1.14759], [-0.14395, 6.52590, 2.51649], [-1.16892, 5.83001, 3.16980], [-2.00225, 5.00329, 2.43597], [-3.39110, 4.83571, -0.84922], [-4.15645, 5.98027, -0.64369], [-4.73695, 6.63117, -1.73054], [-4.48690, 6.18559, -3.02167], [-3.70692, 5.04466, -3.24033], [-3.19488, 4.33883, -2.15243], [-2.24705, 2.08728, 1.41619], [-2.53417, 0.74575, 1.69366], [-5.82404, 0.21426, 3.07917], [-6.63930, -0.37298, 1.62262], [-6.91284, -1.13396, 3.18599], [-4.11605, -1.53136, 3.10769], [-6.24031, -3.20925, 2.64778], [-4.65203, -1.62552, 0.51909], [-3.33572, -3.38923, 3.16740], [-1.36574, -4.85320, 3.08294], [-0.55332, -7.15360, 0.01870], [0.29253, -8.28546, -2.04137], [2.17166, -7.26799, -3.33610], [3.23229, -5.15756, -2.53137], [2.41128, -4.06141, -0.44012], [2.36784, -3.54436, 2.21033], [3.68385, -4.16500, 4.23651], [3.15266, -6.25646, 5.48217], [1.30405, -7.72349, 4.68043], [0.05694, -7.14289, 2.59796], [-0.23473, -3.11573, -0.68557], [-2.11230, -1.46461, -0.45770], [-5.22761, 0.34854, -0.28324], [-4.77488, 2.72965, -0.76526], [-0.77825, 5.58551, -0.70490], [0.83128, 6.93442, 0.63219], [0.52987, 7.16546, 3.10554], [-1.31329, 5.91794, 4.24416], [-2.80002, 4.39869, 2.93087], [-4.30902, 6.34552, 0.39139], [-5.38325, 7.49284, -1.55217], [-4.90928, 6.71887, -3.87354], [-3.49071, 4.68999, -4.24095], [-2.62106, 3.41610, -2.28614], [-1.41046, 2.58962, 1.89367], [-1.84950, 0.20942, 2.34478]],
  "lowdin_charge": [0.1159, -0.1078, 0.0186, -0.3369, -0.1522, -0.0350, 0.0263, -0.1857, -0.0266, -0.2353, -0.0119, -0.0709, -0.0841, -0.0691, -0.0177, -0.2347, -0.0069, -0.0717, -0.0836, -0.0740, -0.0197, 0.0101, -0.0092, -0.2033, -0.0362, 0.0118, -0.1651, 0.0019, -0.2495, -0.0032, -0.0704, -0.0883, -0.0762, -0.0414, -0.2575, -0.0077, -0.0738, -0.0831, -0.0691, -0.0284, 0.0105, -0.0087, 0.0853, 0.1043, 0.1041, 0.2509, 0.1925, 0.1518, 0.0962, 0.1152, 0.1200, 0.1037, 0.1088, 0.1022, 0.1191, 0.1176, 0.1025, 0.1091, 0.1043, 0.1185, 0.1176, 0.1283, 0.1175, 0.1180, 0.1324, 0.1061, 0.1117, 0.1073, 0.1314, 0.1334, 0.1108, 0.1078, 0.1054, 0.1256, 0.1148, 0.1255],
  "spin_multiplicity": 1,
  "total_charge": 1,
  "e_above_lowest_kcal_mol": 87.5
}